[1]
9
Properties=species:S:1:pos:R:3:forces:R:3 method="wB97M-V/def2-TZVPD" homo_lumo_gap_ev=9.0 e_above_lowest_kj_mol=99.80 lumo_energy_ev=-1.1 e_homo_ev=-10.09 multiplicity=1 total_charge=0
C -1.015130 1.048308 -0.496174 1.945 -0.885 -2.153
N -0.944081 0.113848 -1.353852 1.131 -0.142 2.642
O -0.062419 1.052365 0.435548 -0.645 0.457 1.220
O 0.499641 -1.834376 1.674496 -2.201 -0.446 0.730
O 2.330054 -0.788597 0.606623 1.409 1.801 -1.519
S 1.878354 -1.829747 1.421487 0.894 -1.496 0.841
H -1.482751 2.003189 -0.562577 -1.007 0.496 0.106
H -1.503042 0.073493 -2.132666 -1.980 0.447 -1.849
H 0.299374 0.161518 0.407115 0.454 -0.232 -0.019

---

[2]
5
Properties=species:S:1:pos:R:3:forces:R:3 method="wB97M-V/def2-TZVPD" homo_lumo_gap_ev="7.8 / 7.8" e_above_lowest_kj_mol=337.25 lumo_energy_ev="-1.2 / -1.2" e_homo_ev="-9.00 / -8.98" multiplicity=1 total_charge=0
N -1.753516 0.087669 1.285634 0.719 3.094 1.335
F 1.791950 -0.154472 0.825142 2.424 -0.931 1.520
F 1.219120 1.864007 -0.424709 -0.400 -1.533 0.447
S 0.621747 0.372615 0.022698 -1.539 2.571 -2.194
Br -2.311657 -1.385461 0.777613 -1.204 -3.202 -1.107

---

[3]
72
Properties=species:S:1:pos:R:3:forces:R:3 method="wB97M-V/def2-TZVPD" homo_lumo_gap_ev=7.1 lumo_energy_ev=-1.2 smiles="O=C1C=C(CCCC(F)(F)C(F)(F)F)C(=O)c2c([PH2]=S)ccc(CCF)c21.CCOC(=O)OC.CCOC(=O)OC" e_homo_ev=-8.27 multiplicity=1 total_charge=0
O 1.194278 -0.699170 3.530823 0.063 0.403 -0.382
C 1.722954 -0.266706 2.534222 0.953 0.325 -0.740
C 3.282054 -0.305722 2.378157 -0.916 0.162 -1.239
C 3.793412 -0.530166 1.139071 0.153 -0.028 0.085
C 5.333387 -0.539774 0.874001 -0.654 0.170 0.664
C 5.912504 0.912646 1.171076 1.037 -0.945 -0.726
C 5.390406 2.009138 0.162826 -0.459 -1.161 0.245
C 4.272279 2.945628 0.724020 0.326 1.109 -0.573
F 3.026190 2.690621 0.160250 1.601 -0.218 0.722
F 4.125310 2.916953 2.096117 0.125 -0.281 -1.307
C 4.574363 4.478801 0.354392 -2.361 0.794 0.291
F 5.123134 4.628006 -0.881733 -0.013 -0.180 1.662
F 3.340585 5.106819 0.297070 1.630 -0.476 0.066
F 5.265676 5.127322 1.336114 -0.113 -0.977 -1.606
C 2.839987 -0.773282 -0.083490 -0.647 0.868 1.213
O 3.115806 -1.552425 -0.965679 -0.036 0.550 0.220
C 1.517697 0.058258 -0.037455 -1.190 0.763 1.034
C 0.850944 0.591810 -1.212327 -0.113 -0.905 1.399
P 1.613129 0.279468 -2.884507 -0.263 2.463 -0.251
S 1.190733 1.853755 -3.994010 -0.053 -0.545 -0.124
C -0.372729 1.379761 -1.121315 0.436 -0.517 2.458
C -0.938111 1.655158 0.207064 2.577 -1.437 -0.657
C -0.240554 1.132714 1.398238 -0.330 -0.570 -0.528
C -0.840602 1.476991 2.798060 0.280 0.645 -0.492
C -0.033228 2.727710 3.360398 0.300 -0.633 -0.308
F 0.551826 3.457197 2.283297 -0.614 -0.444 0.888
C 0.963905 0.325291 1.310413 -0.462 0.577 -2.074
H 3.923042 -0.121035 3.274668 -0.743 -0.387 -0.800
H 5.813780 -1.297696 1.557197 -0.433 0.852 -0.616
H 5.547080 -0.881779 -0.168705 -0.214 0.480 0.776
H 7.022654 0.814541 0.983364 -1.071 0.209 0.300
H 5.810146 1.173898 2.250925 -0.180 -0.074 -0.952
H 4.934107 1.466245 -0.716215 0.420 0.713 0.785
H 6.273066 2.560507 -0.240841 -0.979 -0.045 0.497
H 3.030586 0.343910 -2.691044 -0.733 -0.873 0.167
H 1.196758 -0.946005 -3.469938 0.390 0.066 0.626
H -0.867594 1.766701 -2.036358 0.605 -0.342 0.712
H -1.859152 2.277576 0.322808 1.007 -0.716 -0.096
H -1.925949 1.715452 2.671873 0.918 -0.097 0.073
H -0.756622 0.624294 3.515687 -0.002 0.751 -0.707
H 0.828555 2.336197 3.969024 -0.867 0.599 -0.421
H -0.671364 3.447734 3.925652 0.556 -0.691 -0.337
C -5.535813 -1.725578 5.550745 0.244 -0.151 0.099
C -5.710657 -1.613255 4.048565 -0.432 0.009 0.417
O -4.443290 -1.582011 3.379672 0.110 -0.109 -0.256
C -3.824889 -2.762981 3.260517 0.065 0.161 0.169
O -4.239765 -3.824088 3.650731 0.033 0.129 -0.136
O -2.649701 -2.555956 2.654118 -0.224 0.002 -0.006
C -1.836735 -3.725498 2.552827 0.325 -0.244 -0.104
H -4.883705 -0.931278 5.920606 -0.134 0.072 -0.047
H -6.500549 -1.657637 6.056134 0.023 0.036 -0.053
H -5.071279 -2.673745 5.824892 -0.113 -0.011 -0.077
H -6.208943 -0.672819 3.811409 0.257 0.017 -0.182
H -6.333530 -2.418708 3.654637 0.206 -0.069 0.001
H -2.378488 -4.547560 2.084669 -0.067 0.055 0.163
H -1.478410 -4.015635 3.541033 -0.120 -0.088 -0.043
H -0.977590 -3.479202 1.930491 -0.141 0.247 0.048
C -2.481286 -0.342651 -8.007025 0.208 -0.223 0.096
C -3.593755 -0.002326 -7.034529 0.227 0.379 -0.445
O -3.918404 -1.125153 -6.203422 -0.079 -0.046 0.309
C -3.063599 -1.367672 -5.205200 -0.013 -0.099 -0.264
O -2.073802 -0.731704 -4.948509 -0.134 -0.081 0.102
O -3.483738 -2.461396 -4.554148 -0.002 0.201 -0.041
C -2.599776 -2.892625 -3.520542 0.123 -0.188 0.298
H -2.737008 -1.234041 -8.584206 -0.108 0.115 -0.050
H -2.303972 0.486659 -8.693553 -0.054 -0.022 0.030
H -1.549535 -0.558162 -7.482168 -0.052 0.139 0.031
H -4.498915 0.242497 -7.590936 -0.107 -0.233 0.197
H -3.342474 0.867623 -6.424600 0.086 -0.182 0.104
H -2.377549 -2.083288 -2.824313 0.063 0.016 -0.151
H -1.680822 -3.286291 -3.957133 0.030 0.143 0.053
H -3.096451 -3.692864 -2.973953 -0.149 0.069 -0.207

---

[4]
12
Properties=species:S:1:pos:R:3:forces:R:3 method="wB97M-V/def2-TZVPD" homo_lumo_gap_ev=7.9 e_above_lowest_kj_mol=299.19 lumo_energy_ev=-0.1 smiles=c1ncc2o[nH]cc1-2 e_homo_ev=-7.97 multiplicity=1 total_charge=0
C 0.061699 -0.789634 -0.050612 -1.479 -0.749 -0.373
C 1.293505 -1.249586 -0.042285 1.031 -3.849 0.295
C 1.522942 0.894073 -0.021459 1.698 0.118 -0.788
C 0.132964 0.603910 -0.083642 -1.712 1.544 0.328
C -1.185341 0.992992 -0.053936 1.001 -0.973 0.178
H -2.790762 -0.320088 0.572139 0.974 0.817 -0.988
H 1.536255 -2.300986 0.075693 0.413 0.223 -0.274
H 2.033573 1.862044 -0.073378 -0.352 -0.505 0.146
H -1.604878 1.962185 -0.090465 -0.603 0.703 0.202
N -1.994997 -0.118126 -0.079740 -1.114 -0.158 0.404
N 2.213200 -0.258593 -0.038898 -0.420 2.472 0.397
O -1.218161 -1.278196 -0.113415 0.563 0.357 0.474

---

[5]
25
Properties=species:S:1:pos:R:3:forces:R:3 method="wB97M-V/def2-TZVPD" homo_lumo_gap_ev=8.9 lumo_energy_ev=-1.1 smiles="O=[N+]([O-])c1ccccc1.O=C(F)NC(=O)[SiH3]" e_homo_ev=-9.96 multiplicity=1 total_charge=0
O -0.032574 -1.385516 -1.692007 -2.297 -6.831 6.043
C -0.411836 -2.348072 -0.847758 0.760 4.270 -3.820
F -1.646854 -2.070384 -0.037133 3.968 -1.553 -2.160
N 0.238910 -3.702025 -0.666355 -2.162 2.120 -2.328
C 1.124965 -3.987470 -1.885837 -2.261 -2.687 -5.178
O 0.659483 -4.629068 -2.960424 2.230 3.550 6.883
Si 2.979548 -3.375591 -1.961667 -0.475 0.725 -0.071
H -0.514001 -4.436248 -0.695171 0.626 0.964 0.325
H 2.889671 -1.961207 -2.406854 -0.066 -0.247 0.011
H 3.603048 -3.374885 -0.643803 -0.046 -0.171 0.356
H 3.793307 -4.141166 -2.905832 -0.229 -0.284 -0.102
C -1.162215 1.137360 -0.085136 -0.096 0.061 -0.002
C 0.071121 1.785632 -0.002890 -0.309 0.135 0.281
C 0.263080 2.809213 0.927070 -0.063 -0.021 0.042
C -0.790325 3.174080 1.776764 -0.116 -0.720 -0.661
C -2.031904 2.530180 1.691104 0.042 -0.009 0.000
C -2.212791 1.509903 0.755164 0.415 0.256 0.070
N -0.586913 4.231960 2.773754 0.205 0.986 0.912
O 0.519734 4.790553 2.805519 -1.628 -0.795 -0.022
O -1.531441 4.503002 3.529030 1.379 -0.359 -1.079
H -1.305366 0.336003 -0.808004 0.069 0.302 0.204
H 0.884631 1.490643 -0.662237 -0.163 0.083 0.145
H 1.230199 3.304557 0.978739 -0.330 0.003 0.165
H -2.859535 2.806642 2.340983 0.358 0.085 -0.065
H -3.171943 1.001903 0.682983 0.189 0.137 0.051

---

[6]
23
Properties=species:S:1:pos:R:3:forces:R:3 method="wB97M-V/def2-TZVPD" homo_lumo_gap_ev=10.3 e_above_lowest_kj_mol=174.54 lumo_energy_ev=1.1 smiles="C=C(C)[C@H](C)CC.[H][H]" e_homo_ev=-9.16 multiplicity=1 total_charge=0
C -1.392406 -0.389446 1.906385 -0.040 0.022 -0.030
C -0.028470 -0.896913 1.438242 0.044 -0.071 -0.031
C 0.704823 0.018525 0.446276 -0.024 -0.048 -0.045
C 2.118294 -0.525349 0.166598 0.121 -0.034 0.047
C 0.028900 0.199066 -0.908757 0.469 -0.343 -0.297
C -0.652075 -0.771745 -1.516017 0.011 -0.055 0.036
C 0.382101 1.472275 -1.638782 0.098 0.007 -0.061
H -1.309723 0.605933 2.360631 0.003 -0.151 -0.076
H -1.821519 -1.064028 2.655841 0.089 0.108 -0.101
H -2.106193 -0.317500 1.080531 0.128 -0.007 0.095
H 0.622716 -1.025219 2.313876 -0.069 0.026 -0.148
H -0.133900 -1.898268 0.999585 0.021 0.125 0.057
H 0.816341 1.004678 0.927843 -0.112 -0.145 -0.185
H 2.678121 -0.657784 1.097447 -0.044 0.030 -0.064
H 2.053127 -1.496458 -0.338636 -0.013 0.145 0.115
H 2.697082 0.144877 -0.479431 -0.129 -0.095 0.118
H -2.189896 1.616546 -0.587778 -0.293 -0.100 -0.116
H -2.059294 0.925474 -0.857345 -0.370 0.664 0.249
H -1.036877 -0.641472 -2.528177 0.075 0.013 0.238
H -0.882778 -1.718574 -1.032128 0.097 0.158 -0.055
H -0.219475 1.654754 -2.533187 -0.045 -0.213 0.152
H 0.309488 2.360646 -1.004053 -0.058 -0.147 0.071
H 1.421614 1.399981 -1.968966 0.038 0.109 0.032

---

[7]
9
Properties=species:S:1:pos:R:3:forces:R:3 method="wB97M-V/def2-TZVPD" homo_lumo_gap_ev="7.9 / 6.7" e_above_lowest_kj_mol=141.66 lumo_energy_ev="0.9 / -2.6" s_squared=2.007 e_homo_ev="-7.02 / -9.35" multiplicity=3 total_charge=0
C 1.944422 1.425407 0.740136 2.051 3.183 1.858
C 2.158966 0.191930 1.069794 0.922 -3.793 0.250
C -2.651247 -0.000960 0.854831 -6.963 -0.435 -0.704
O 2.430571 -0.956015 1.285473 -0.909 3.493 -0.445
O -1.462189 0.207179 0.794506 4.359 0.466 -0.434
H 2.586750 2.301371 1.247073 -1.177 -2.510 -1.055
H -3.393470 0.125320 -0.091466 1.845 -0.281 1.583
H 1.128812 1.860372 0.231298 -0.910 -0.379 -0.596
H -3.166556 -0.673695 1.593589 0.782 0.256 -0.457

---

[8]
9
Properties=species:S:1:pos:R:3:forces:R:3 method="wB97M-V/def2-TZVPD" homo_lumo_gap_ev=11.4 e_above_lowest_kj_mol=126.86 lumo_energy_ev=0.9 smiles="F/C=C/[C@H](F)Cl" e_homo_ev=-10.53 multiplicity=1 total_charge=0
C 0.582911 -0.266398 -0.104404 -3.575 3.441 1.219
C -0.155480 -1.293167 -0.465614 1.225 -1.451 -2.222
C -0.084231 1.159598 0.517949 -0.013 -4.518 -3.333
F 0.547964 -2.385325 -1.012762 -0.698 0.924 0.733
F 0.316952 1.221424 1.742289 0.654 0.620 2.792
Cl -1.850826 1.106598 0.392087 -0.169 0.197 0.175
H 1.595582 -0.060616 -0.243634 1.643 -0.738 -0.040
H -1.209050 -1.453973 -0.758874 0.589 0.552 1.162
H 0.256178 1.971860 -0.067036 0.345 0.973 -0.485

---

| no. | strongest force on any atom (eV Å⁻¹) | total energy (eV) |
| --- | --- | --- |
| 1 | 3.033 | -19552.2803 |
| 2 | 3.714 | -87796.9465 |
| 3 | 3.023 | -79235.2910 |
| 4 | 3.995 | -10273.6614 |
| 5 | 9.405 | -30201.4567 |
| 6 | 0.799 | -7517.0886 |
| 7 | 7.012 | -7264.7787 |
| 8 | 5.615 | -21115.2413 |